(1)
Density functional theory data (ωB97M-V/def2-TZVPD) for 2 unconnected molecules or ions with the total composition C3H10N2S.

Summary:
E_tot = -627.985423 Eh
Net charge = 0
SMILES string = [H]/N=C/N.CSC
ΔE to the lowest compared entry with this formula, charge and spin = 5.78 kcal per mole

```
16
Properties=species:S:1:pos:R:3:lowdin_charge:R:1
C -1.76 0.89 2.66 -0.42
S 0.00 0.44 2.73 0.71
C 0.34 0.52 0.97 -0.48
H -2.29 0.15 2.07 0.03
H -1.85 1.90 2.26 0.03
H -2.12 0.87 3.68 0.02
H 1.39 0.31 0.79 0.02
H -0.24 -0.21 0.39 0.02
H 0.12 1.51 0.58 0.03
N 0.39 -1.79 -2.17 0.07
C 1.23 -0.74 -2.36 -0.41
N 0.81 0.46 -2.41 0.05
H 0.70 -2.75 -2.20 0.08
H -0.58 -1.61 -1.99 0.09
H 2.28 -1.02 -2.43 0.11
H 1.59 1.08 -2.57 0.03
```

(2)
Density functional theory data (ωB97M-V/def2-TZVPD) for a gas-phase ion, C3H10N3 (charge +1) at a distorted geometry.

Summary:
E_tot = -284.278874 Eh
Net charge = +1
SMILES string = C[NH2+]C1NCN1
ΔE to the lowest compared entry with this formula, charge and spin = 60.93 kcal per mole

```
16
Properties=species:S:1:pos:R:3:lowdin_charge:R:1
C -2.09 -0.30 -0.28 -0.20
C -0.19 0.14 0.50 -0.24
C 2.23 -0.21 -0.09 0.00
N -1.48 1.02 -0.02 0.06
N -0.83 -1.00 -0.06 0.02
N 0.99 0.57 -0.32 0.03
H -2.89 -0.58 0.42 0.13
H -2.47 -0.39 -1.30 0.11
H 0.05 0.21 1.56 0.16
H 2.01 -1.27 -0.23 0.11
H 2.99 0.09 -0.81 0.11
H 2.61 -0.04 0.91 0.11
H -1.93 1.56 0.71 0.10
H -0.86 -1.87 0.45 0.13
H 0.69 0.48 -1.30 0.19
H 1.16 1.58 -0.15 0.19
```

(3)
Density functional theory data (ωB97M-V/def2-TZVPD) for 2 unconnected molecules or ions with the total composition C3H10N3 at a distorted geometry.

Summary:
E_tot = -284.263850 Eh
Net charge = +1
ΔE to the lowest compared entry with this formula, charge and spin = 70.36 kcal per mole

```
16
Properties=species:S:1:pos:R:3:lowdin_charge:R:1
C -0.16 -2.19 0.37 -0.21
C 0.06 -3.33 1.18 -0.03
C -0.79 2.11 -0.84 0.01
N 1.02 1.22 0.43 0.05
N -0.34 -1.31 -0.34 0.18
N 0.35 1.12 -0.84 -0.10
H -0.72 -4.11 0.70 0.16
H 1.11 -3.70 0.86 0.14
H -0.09 -3.19 2.22 0.08
H -0.33 3.08 -0.57 0.11
H -1.05 2.02 -1.84 0.08
H -1.51 1.92 -0.05 0.11
H 0.51 0.68 1.18 0.12
H 1.18 2.20 0.67 0.10
H 0.07 0.09 -0.81 0.04
H 0.89 1.29 -1.70 0.18
```

(4)
Density functional theory data (ωB97M-V/def2-TZVPD) for 2 unconnected molecules or ions with the total composition C3H10N3 at a distorted geometry.

Summary:
E_tot = -284.157261 Eh
Net charge = +1
ΔE to the lowest compared entry with this formula, charge and spin = 137.24 kcal per mole

```
16
Properties=species:S:1:pos:R:3:lowdin_charge:R:1
C 2.14 1.36 0.94 -0.11
C 2.63 0.15 0.98 -0.04
C -0.75 -0.17 -1.58 0.01
N -0.63 0.65 -0.33 0.15
N -1.56 -1.15 -1.32 -0.06
N -2.42 -1.34 -0.17 0.07
H 1.52 1.71 1.66 0.02
H 2.25 1.98 0.01 0.10
H 3.11 -0.25 0.15 0.04
H 2.31 -0.58 1.82 0.11
H -0.58 1.63 -0.59 0.15
H 0.43 0.77 -0.07 0.12
H -1.58 -1.87 -2.05 0.15
H -2.39 -2.19 0.33 0.10
H -1.16 0.23 0.36 0.09
H -3.32 -0.93 -0.13 0.10
```

(5)
Density functional theory data (ωB97M-V/def2-TZVPD) for 3 unconnected molecules or ions with the total composition C3H10N3 at a distorted geometry.

Summary:
E_tot = -284.246951 Eh
Net charge = +1
ΔE to the lowest compared entry with this formula, charge and spin = 80.96 kcal per mole

```
16
Properties=species:S:1:pos:R:3:lowdin_charge:R:1
C -0.33 0.01 0.12 -0.29
C 3.11 0.61 -0.18 -0.09
C 3.73 -0.51 0.17 -0.10
N 0.48 -0.73 0.51 0.29
N -1.36 0.57 -0.22 0.11
N -3.90 -0.01 0.00 0.24
H 1.30 -1.28 0.57 0.08
H 3.17 0.72 -1.26 0.06
H 2.47 1.30 0.29 0.03
H 3.98 -1.07 1.13 0.09
H 4.31 -0.95 -0.62 0.04
H -2.78 0.09 -0.16 0.07
H -1.41 1.50 -0.39 0.06
H -4.05 -0.62 0.73 0.09
H -4.29 -0.48 -0.88 0.18
H -4.43 0.85 0.17 0.14
```

(6)
Density functional theory data (ωB97M-V/def2-TZVPD) for 2 unconnected molecules or ions with the total composition C3H10N3 at a distorted geometry.

Summary:
Expectation value of S² = 0.762
E_tot = -283.833563 Eh
Net charge = +2
2S+1 = 2
ΔE to the lowest compared entry with this formula, charge and spin = 34.41 kcal per mole

```
16
Properties=species:S:1:pos:R:3:lowdin_spin:R:1
C -1.56 1.53 -1.12 0.00
N -0.32 1.88 -1.19 0.01
H -1.81 0.46 -1.10 0.00
H -2.31 2.33 -1.06 0.00
H -0.17 2.87 -1.38 0.00
H 0.51 1.21 -0.78 0.01
C -0.07 -1.31 0.47 0.16
C 0.95 -0.47 0.76 0.29
N 1.62 0.30 -0.28 0.14
N -0.77 -2.04 1.44 0.34
H -0.47 -1.52 -0.54 0.00
H 1.22 -0.26 1.79 0.01
H 1.80 -0.30 -1.09 0.01
H 2.52 0.63 0.03 0.00
H -0.30 -1.89 2.36 0.00
H -0.67 -3.04 1.24 0.02
```

(7)
Density functional theory data (ωB97M-V/def2-TZVPD) for 2 unconnected molecules or ions with the total composition C3H10N3O at a distorted geometry.

Summary:
E_tot = -359.722844 Eh
Net charge = -1
ΔE to the lowest compared entry with this formula, charge and spin = 75.14 kcal per mole

```
17
Properties=species:S:1:pos:R:3:lowdin_charge:R:1
C -2.35 0.18 1.81 -0.26
C 1.97 -0.60 0.36 -0.21
C 1.60 0.53 -1.72 -0.22
N -1.73 0.00 0.54 -0.16
N 1.46 0.54 -0.29 -0.22
N -2.69 -0.17 -0.39 -0.26
O -2.20 -0.38 -1.55 -0.30
H -2.38 1.15 2.20 0.01
H -3.38 -0.07 1.65 0.03
H -1.77 -0.40 2.59 0.06
H 2.00 -1.53 -0.34 0.09
H 2.98 -0.48 0.66 0.04
H 1.25 -0.92 1.13 0.07
H 2.66 0.61 -2.17 0.07
H 1.26 -0.47 -2.19 0.08
H 0.89 1.30 -2.18 0.08
H 0.42 0.70 -0.09 0.09
```

(8)
Density functional theory data (ωB97M-V/def2-TZVPD) for 2 unconnected molecules or ions with the total composition C3H10N3O at a distorted geometry.

Summary:
E_tot = -359.354910 Eh
Net charge = +1
ΔE to the lowest compared entry with this formula, charge and spin = 178.83 kcal per mole

```
17
Properties=species:S:1:pos:R:3:lowdin_charge:R:1
C -0.02 0.71 0.25 -0.09
C -0.77 -0.51 -0.02 -0.55
C 3.22 -0.09 -0.12 0.07
N -0.53 1.98 0.06 0.16
N -0.63 -1.77 0.67 0.17
N -2.29 -0.25 -0.25 0.30
O 0.04 -0.10 -0.99 0.10
H 2.75 -0.26 0.85 -0.03
H 4.02 -0.72 -0.34 -0.04
H 2.90 0.84 -0.75 0.04
H -2.64 -0.55 0.69 0.19
H -0.42 2.46 0.92 0.11
H 0.24 -1.84 1.16 0.11
H -0.72 -2.36 -0.09 0.07
H -0.23 2.47 -0.70 0.09
H -2.52 -0.75 -1.12 0.20
H -2.41 0.72 -0.24 0.11
```

(9)
Density functional theory data (ωB97M-V/def2-TZVPD) for a gas-phase ion, C3H10N3O2 (charge +1) at a distorted geometry.

Summary:
E_tot = -434.813450 Eh
Net charge = +1
SMILES string = C[C@](N)(O)/[NH+]=C(/N)O
ΔE to the lowest compared entry with this formula, charge and spin = 54.39 kcal per mole

```
18
Properties=species:S:1:pos:R:3:lowdin_charge:R:1
C -1.65 0.00 0.08 -0.55
C 1.78 -0.07 -1.33 0.03
C 1.00 -0.13 0.06 -0.51
N -2.73 -0.65 0.47 0.21
N -0.53 -0.70 -0.15 0.22
N 0.74 1.16 0.63 0.08
O -1.79 1.22 0.02 0.20
O 1.76 -0.99 0.84 0.03
H 2.79 0.04 -1.26 0.05
H 1.66 -1.09 -1.87 0.13
H 1.27 0.79 -1.83 0.10
H -2.84 -1.66 0.19 0.17
H -3.61 -0.12 0.31 0.16
H -0.50 -1.65 -0.18 0.11
H 1.34 1.98 0.52 0.13
H -0.86 1.66 0.05 0.15
H 0.75 1.22 1.65 0.12
H 1.41 -1.02 1.80 0.17
```

(10)
Density functional theory data (ωB97M-V/def2-TZVPD) for 2 unconnected molecules or ions with the total composition C3H10N3O3 at a distorted geometry.

Summary:
E_tot = -509.846737 Eh
Net charge = +1
ΔE to the lowest compared entry with this formula, charge and spin = 120.44 kcal per mole

```
19
Properties=species:S:1:pos:R:3:lowdin_charge:R:1
C 0.74 -1.89 1.06 -0.01
C 1.65 -0.45 -0.74 0.05
C 1.83 0.93 -1.27 -0.23
N -3.04 0.95 0.95 -0.25
N 0.89 -0.72 0.27 0.05
N -1.92 0.43 0.86 0.00
O 1.00 1.91 -0.78 -0.02
O -4.02 0.63 0.37 0.03
O -1.82 -0.57 -0.13 -0.03
H 0.73 -1.74 2.10 0.09
H -0.30 -2.36 1.15 0.13
H 1.54 -2.58 0.70 0.13
H -3.11 1.85 1.67 0.27
H 2.45 -1.05 -1.22 0.18
H 1.79 0.85 -2.30 0.12
H 2.84 1.20 -1.02 0.15
H 0.94 2.81 -1.18 0.15
H 0.27 0.07 0.32 0.10
H -2.45 -0.27 -0.80 0.10
```

(11)
Density functional theory data (ωB97M-V/def2-TZVPD) for 2 unconnected molecules or ions with the total composition C3H10N3S at a distorted geometry.

Summary:
E_tot = -682.438011 Eh
Net charge = +1
ΔE to the lowest compared entry with this formula, charge and spin = 64.31 kcal per mole

```
17
Properties=species:S:1:pos:R:3:lowdin_charge:R:1
C -0.57 0.98 0.61 -0.34
C 1.99 -1.12 -0.65 -0.10
C 1.22 -0.80 0.55 -0.21
N -0.84 2.27 0.55 0.11
N -2.76 -0.89 -0.62 -0.38
N 0.59 0.55 0.37 0.00
S -2.52 -0.53 0.91 0.87
H 1.91 -0.26 -1.26 0.06
H 3.06 -1.30 -0.45 0.09
H 1.62 -2.08 -1.26 0.14
H 1.93 -0.58 1.43 0.16
H 0.41 -1.44 0.81 0.09
H -0.08 2.99 0.31 0.16
H -1.78 2.64 0.65 0.11
H -2.23 -1.60 -0.99 0.02
H -3.21 -0.18 -1.19 0.07
H 1.24 1.36 0.26 0.17
```

(12)
Density functional theory data (ωB97M-V/def2-TZVPD) for a gas-phase ion, C3H10N4 (charge +2) at a distorted geometry.

Summary:
E_tot = -338.544707 Eh
Net charge = +2
ΔE to the lowest compared entry with this formula, charge and spin = 106.88 kcal per mole

```
17
Properties=species:S:1:pos:R:3:lowdin_charge:R:1
C 0.61 0.11 -0.89 -0.40
C 1.30 -1.00 -0.30 0.24
C -0.16 1.04 1.26 -0.08
N 0.23 1.17 -0.16 0.10
N -1.27 0.13 1.17 0.03
N 0.40 0.00 -2.22 0.22
N -1.11 -1.19 1.15 0.24
H 1.63 -1.90 -0.88 0.15
H 1.59 -0.61 0.63 0.06
H 0.69 0.62 1.83 0.15
H -0.63 2.03 1.56 0.19
H -0.28 1.98 -0.70 0.23
H -2.00 0.49 0.58 0.18
H 1.07 -0.54 -2.79 0.17
H 0.11 0.87 -2.70 0.16
H -1.53 -1.75 0.44 0.16
H -0.64 -1.45 2.03 0.19
```

(13)
Density functional theory data (ωB97M-V/def2-TZVPD) for a gas-phase ion, C3H10N4 (charge +2) at a distorted geometry.

Summary:
E_tot = -338.554819 Eh
Net charge = +2
ΔE to the lowest compared entry with this formula, charge and spin = 100.53 kcal per mole

```
17
Properties=species:S:1:pos:R:3:lowdin_charge:R:1
C -1.29 -0.12 0.14 -0.34
C -0.79 1.17 0.78 0.19
C 0.87 -1.13 0.49 -0.08
N -0.50 -1.21 0.21 0.09
N 1.68 -0.34 -0.57 0.08
N -2.29 -0.18 -0.64 0.26
N 1.79 1.01 -0.40 0.20
H -1.24 2.09 0.41 0.10
H -0.91 1.06 1.90 0.13
H 1.02 -0.53 1.40 0.15
H 1.27 -2.10 0.50 0.14
H -0.90 -2.02 -0.33 0.20
H 1.66 -0.74 -1.50 0.17
H -3.07 0.49 -0.67 0.18
H -2.58 -1.11 -0.94 0.17
H 2.09 1.53 -1.27 0.20
H 2.28 1.25 0.48 0.17
```

(14)
Density functional theory data (ωB97M-V/def2-TZVPD) for a gas-phase ion, C3H10N4 (charge +2) at a distorted geometry.

Summary:
Expectation value of S² = 2.010
E_tot = -338.486120 Eh
Net charge = +2
2S+1 = 3
ΔE to the lowest compared entry with this formula, charge and spin = 48.25 kcal per mole

```
17
Properties=species:S:1:pos:R:3:lowdin_spin:R:1
C -0.60 -0.60 1.27 0.40
C 0.20 0.96 -0.47 0.15
C 0.79 1.23 -1.73 0.02
N -0.81 -1.89 1.89 0.44
N -0.29 1.93 0.22 0.18
N -0.05 -0.36 0.09 0.34
N 0.18 -1.53 -0.67 0.38
H -0.66 0.13 2.15 0.01
H 0.06 1.23 -2.56 0.01
H 1.40 2.12 -1.72 0.00
H 1.40 0.34 -1.82 0.00
H -1.08 -2.00 2.82 0.01
H -0.12 2.87 -0.11 0.00
H -0.80 1.80 1.12 0.01
H 0.40 -1.34 -1.70 0.00
H -0.87 -2.68 1.33 0.01
H 0.86 -2.21 -0.11 0.02
```

(15)
Density functional theory data (ωB97M-V/def2-TZVPD) for 2 unconnected molecules or ions with the total composition C3H10N4O at a distorted geometry.

Summary:
E_tot = -414.521640 Eh
Net charge = 0
ΔE to the lowest compared entry with this formula, charge and spin = 57.47 kcal per mole

```
18
Properties=species:S:1:pos:R:3:lowdin_charge:R:1
C -0.38 -0.63 1.21 -0.58
C 0.30 0.61 1.12 -0.04
C 0.46 0.60 -1.00 -0.59
N 0.29 -1.74 1.04 0.04
N -1.78 -0.56 0.97 0.09
N 1.46 1.52 -1.24 0.12
O -0.79 1.06 -1.32 0.02
N 0.76 -0.71 -1.34 0.10
H -1.41 0.32 -1.19 0.10
H -0.30 -2.57 1.06 0.03
H 1.27 -1.20 -0.51 0.11
H -2.24 0.29 1.25 0.09
H -2.28 -1.43 1.12 0.09
H 2.28 1.19 -1.73 0.10
H 1.32 2.44 -0.84 0.10
H -0.05 -1.31 -1.36 0.08
H 1.33 0.60 1.45 0.08
H -0.26 1.52 1.29 0.07
```

(16)
Density functional theory data (ωB97M-V/def2-TZVPD) for a single C3H10N4O molecule at a distorted geometry.

Summary:
E_tot = -414.469119 Eh
Net charge = 0
SMILES string = CCN(O)/C(N)=N/N
ΔE to the lowest compared entry with this formula, charge and spin = 90.43 kcal per mole

```
18
Properties=species:S:1:pos:R:3:lowdin_charge:R:1
C 0.26 1.03 -1.30 -0.18
C 0.84 -0.13 -2.08 -0.09
N 0.99 0.14 1.29 -0.04
C -0.24 -0.06 0.88 -0.46
N 1.43 -0.68 2.28 -0.05
N -1.13 -0.90 1.50 0.12
O -1.98 0.10 -0.70 -0.02
N -0.73 0.56 -0.25 -0.13
H -2.40 0.90 -1.06 0.12
H 0.73 -1.35 2.58 0.05
H 1.78 -0.15 3.07 0.07
H -1.28 -0.63 2.46 0.10
H -2.01 -0.86 0.99 0.08
H 1.06 1.63 -0.85 0.11
H -0.29 1.69 -1.97 0.11
H 1.48 0.24 -2.88 0.07
H 0.04 -0.74 -2.53 0.07
H 1.44 -0.79 -1.44 0.07
```

(17)
Density functional theory data (ωB97M-V/def2-TZVPD) for 2 unconnected molecules or ions with the total composition C3H10N4O2 at a distorted geometry.

Summary:
E_tot = -489.667195 Eh
Net charge = 0
SMILES string = CC(=O)N(C)N.[H]/N=N/O
ΔE to the lowest compared entry with this formula, charge and spin = 119.09 kcal per mole

```
19
Properties=species:S:1:pos:R:3:lowdin_charge:R:1
C -2.06 1.25 0.18 -0.05
N -0.98 0.40 -0.27 -0.21
N 0.05 1.04 -0.97 0.05
N 2.41 0.40 0.67 -0.09
N 3.49 0.41 1.24 0.05
H -0.11 1.13 -1.98 0.10
H 0.11 2.01 -0.64 0.10
H 3.44 0.78 2.20 0.07
H -2.78 0.63 0.71 0.09
H -2.55 1.71 -0.68 0.09
H -1.69 2.03 0.85 0.09
C -0.14 -1.93 0.24 -0.01
C -1.14 -0.98 -0.37 -0.48
O 2.39 -0.51 -0.49 -0.12
O -2.23 -1.43 -0.70 0.07
H 1.60 -0.32 -1.04 0.03
H 0.48 -2.28 -0.59 0.08
H -0.68 -2.82 0.56 0.09
H 0.39 -1.49 1.07 0.07
```

(18)
Density functional theory data (ωB97M-V/def2-TZVPD) for 2 unconnected molecules or ions with the total composition C3H10N4O2 at a distorted geometry.

Summary:
E_tot = -489.717366 Eh
Net charge = 0
SMILES string = NOC(N)=O.C=NNC
ΔE to the lowest compared entry with this formula, charge and spin = 87.61 kcal per mole

```
19
Properties=species:S:1:pos:R:3:lowdin_charge:R:1
C -2.10 1.21 -0.33 -0.12
N -0.86 1.25 0.43 -0.16
C 1.26 1.95 0.59 -0.09
N 0.23 1.85 -0.18 -0.04
H -0.68 0.46 1.05 0.07
H -1.92 0.81 -1.34 0.07
H -2.52 2.21 -0.45 0.07
H -2.84 0.57 0.17 0.08
H 1.33 1.50 1.59 0.07
H 2.15 2.47 0.21 0.06
C 0.15 -1.55 -0.03 -0.58
N 2.05 -1.59 -1.50 0.08
N -0.22 -1.74 1.27 0.16
O 1.57 -1.40 -0.13 -0.11
O -0.59 -1.75 -0.98 0.06
H 2.44 -0.67 -1.71 0.08
H 1.18 -1.65 -2.04 0.07
H 0.51 -1.84 1.96 0.12
H -1.15 -2.11 1.42 0.13
```

(19)
Density functional theory data (ωB97M-V/def2-TZVPD) for 2 unconnected molecules or ions with the total composition C3H10N5 at a distorted geometry.

Summary:
E_tot = -393.662530 Eh
Net charge = +1
ΔE to the lowest compared entry with this formula, charge and spin = 122.66 kcal per mole

```
18
Properties=species:S:1:pos:R:3:lowdin_charge:R:1
C -1.31 -0.02 -0.46 -0.29
C -2.29 0.37 0.65 0.00
C 1.86 -1.42 0.53 -0.02
N -1.29 -1.31 -0.89 0.10
N -0.27 -1.85 -0.63 0.15
N 0.17 0.16 0.11 0.11
N 0.67 -0.93 -0.01 -0.21
N 1.14 1.75 -0.68 0.12
H -1.53 0.72 -1.34 0.20
H -1.88 1.23 1.15 0.09
H -2.32 -0.33 1.45 0.09
H -3.21 0.59 0.26 0.06
H 2.71 -1.72 -0.23 0.14
H 2.24 -0.77 1.33 0.10
H 1.55 -2.45 1.05 0.15
H 0.75 2.28 -1.38 0.03
H 2.06 1.43 -1.07 0.11
H 0.95 2.27 0.14 0.08
```

(20)
Density functional theory data (ωB97M-V/def2-TZVPD) for a single C3H10N6 molecule at a distorted geometry.

Summary:
E_tot = -448.696783 Eh
Net charge = 0
SMILES string = [H]/N=C(/C(N)=C/N)N(N)N
ΔE to the lowest compared entry with this formula, charge and spin = 57.73 kcal per mole

```
19
Properties=species:S:1:pos:R:3:lowdin_charge:R:1
N 0.30 -1.07 -0.41 -0.37
C 0.74 -0.31 0.76 -0.37
C -0.28 0.69 0.97 -0.32
N 0.91 -0.87 -1.66 0.07
N -0.39 -2.28 -0.26 0.06
N -0.07 1.82 1.78 0.04
N -1.78 1.63 -0.68 0.11
C -1.26 0.55 -0.03 -0.13
N 1.96 -0.31 1.23 0.12
H 0.91 0.13 -1.83 0.08
H 1.88 -1.18 -1.61 0.07
H -0.68 -2.55 -1.20 0.08
H 0.25 -2.98 0.09 0.07
H 0.39 1.53 2.64 0.08
H 0.52 2.51 1.33 0.07
H 2.49 -1.05 0.77 0.03
H -1.41 2.54 -0.41 0.10
H -2.55 1.51 -1.33 0.10
H -1.91 -0.31 -0.16 0.11
```